Record 1
Below is a structure of composition C21H43BiN2P3S, with properties calculated with wB97M-V/def2-TZVPD.

XYZ file:
```
71
Properties=species:S:1:pos:R:3:mulliken_charge:R:1
H -2.62 4.29 0.43 0.556
C 3.54 1.01 0.72 -1.069
H 1.47 3.54 1.17 0.065
C 2.07 1.02 -2.87 -1.238
H 1.75 3.97 -2.52 0.473
H 3.06 1.38 -2.56 0.464
P 0.77 1.83 -1.86 0.806
H 0.22 -5.27 -1.39 0.304
H -2.84 1.27 2.97 0.313
H -2.59 -1.34 -4.24 0.396
Bi -0.14 0.03 0.36 1.444
H -1.75 0.75 5.06 0.483
H -0.06 0.53 5.55 0.494
C -0.74 -0.84 4.07 0.171
H 2.50 3.36 -1.03 0.406
H 0.98 -3.15 -2.67 0.554
H -2.54 -2.90 -6.20 0.396
C -0.62 -2.60 2.77 -0.203
H 0.88 4.11 -0.97 0.300
C -0.83 -2.18 -3.33 0.911
H 1.91 0.90 4.09 0.295
C -0.83 -3.06 4.03 -0.668
H 1.81 -4.42 1.13 0.280
C 2.46 0.43 3.26 -1.102
P 2.00 1.19 1.67 0.492
C 1.55 3.47 -1.57 -1.414
H -3.63 1.55 -1.12 0.385
H 4.37 1.27 1.39 0.503
C -0.72 -3.88 -5.54 -0.439
H -0.50 -3.17 1.85 0.159
C 0.23 -3.09 -3.45 -0.548
H -4.16 0.71 0.36 0.440
N -0.91 -1.94 4.83 0.003
C -2.65 2.23 2.47 -1.183
H 1.06 3.09 2.85 0.361
H 2.77 3.36 2.40 0.447
H 3.54 0.57 3.41 0.513
H 2.50 -4.68 -0.59 0.305
H -0.70 -4.56 -6.39 0.410
C 0.38 -4.91 -0.37 -0.614
H 1.92 1.23 -3.94 0.459
H 3.66 -0.04 0.40 0.394
C -0.74 0.51 4.69 -1.303
H -1.05 -1.89 5.84 0.230
H -0.92 -4.06 4.40 0.424
C 0.26 -3.96 -4.55 -0.657
H 3.56 1.65 -0.17 0.225
H 2.22 -0.64 3.26 0.326
H 1.04 -4.72 -4.64 0.409
H -0.35 -1.74 -0.83 0.057
H -1.07 3.03 -2.94 0.388
C -1.80 -2.09 -4.35 -0.527
H -0.88 4.05 0.79 0.312
H -0.45 1.27 3.97 -0.141
P -2.12 1.95 0.75 0.626
H 2.00 -0.07 -2.73 0.242
C -0.37 2.25 -3.25 -1.369
H -4.40 2.48 0.22 0.498
C -1.75 -2.95 -5.45 -0.711
C -3.74 1.64 -0.03 -1.346
C 1.62 -4.65 0.07 -0.500
H 0.25 2.64 -4.07 0.516
H -0.92 1.36 -3.60 0.330
N -0.57 -1.20 2.79 0.230
S -1.05 -1.05 -1.98 -0.150
H -1.86 2.76 3.03 0.387
C 1.80 2.97 2.05 -0.958
H -0.50 -4.83 0.29 0.347
H -1.50 3.71 -0.85 0.205
H -3.56 2.84 2.46 0.550
C -1.74 3.66 0.22 -1.146
```

Properties
Net charge: +3
Energy above the lowest of the compared OMol25 structures with the same formula, charge and spin (kJ/mol): 61.8
Orbital gap (eV): 6.09
LUMO (eV): -10.075

***

Record 2
Below is a cluster of 5 separate species, C21H43Br2NO22P2S4 in total, with properties calculated with wB97M-V/def2-TZVPD.

XYZ file:
```
95
Properties=species:S:1:pos:R:3:mulliken_charge:R:1
C -7.74 -2.56 -2.27 -0.308
H -1.06 -0.22 -1.19 -0.046
H 5.19 -0.45 -1.51 0.328
H -8.44 -3.24 -1.77 0.289
O -1.62 5.32 2.29 -0.314
H -1.55 -2.97 -1.56 0.356
O 3.08 -3.58 -6.51 -0.332
H 3.35 -3.76 -3.78 0.173
N 1.45 0.44 -0.31 0.082
H -7.46 -1.78 3.00 0.353
O -3.46 3.76 2.68 -0.602
O 7.30 1.79 2.12 -0.422
C 2.54 -3.22 -4.27 0.136
H -1.53 7.29 1.66 0.317
H 3.99 -2.07 -5.42 0.291
H 4.29 -2.86 0.72 0.365
C 0.78 1.76 -0.16 -0.561
C 2.83 0.39 0.23 0.847
C -5.67 -2.64 2.12 -0.106
H 0.16 -2.93 -1.20 0.325
O 1.57 -4.18 -4.75 -0.280
O 1.70 3.04 -2.00 -0.462
H -0.73 0.66 1.97 0.100
O -3.89 -2.78 4.84 -0.598
C -2.81 6.03 0.42 -0.365
H 3.46 1.76 -1.27 0.573
C 7.49 0.67 1.26 -0.010
H 7.99 -0.84 2.70 0.360
C -1.56 6.29 1.23 -0.278
O -3.43 -0.57 3.85 -0.443
H -0.26 1.61 0.09 1.086
S -7.60 -0.57 -0.77 1.107
H 4.84 0.97 2.17 -0.379
H 2.08 -2.55 -3.55 -0.013
S 1.93 -4.65 -6.23 1.108
O -6.69 0.49 -0.97 -0.530
H 6.39 3.56 2.33 0.385
H -9.38 -1.71 -3.43 0.308
H -2.73 6.38 -0.61 0.319
H -0.04 -2.14 3.04 0.341
H 6.14 2.84 0.75 0.377
H 2.76 2.28 2.32 0.077
H -0.65 6.12 0.65 0.251
H -0.42 -1.99 -2.54 0.256
C -0.89 -1.12 -0.60 0.106
H -5.79 -2.63 1.04 0.114
H -6.37 -0.59 2.27 0.313
O -2.91 4.60 0.42 -0.264
H 2.82 0.30 1.32 0.271
H 8.53 0.69 0.93 0.363
C 4.89 2.04 2.36 -0.030
H -1.11 -0.95 3.75 0.574
H 6.88 0.79 0.36 0.019
O -6.92 -1.93 -1.28 -0.282
O -8.76 -0.52 -1.86 -0.305
O -8.19 -0.80 0.50 -0.517
C 3.01 -2.52 -5.53 -0.337
C 3.71 1.55 -0.24 -1.419
C -0.06 -0.20 2.05 0.297
C 7.22 -0.65 1.95 -1.024
H 4.77 1.30 -0.20 -0.154
C -0.75 -1.34 2.81 -1.319
C -0.67 -2.33 -1.54 -1.241
H -5.94 -3.62 2.51 0.271
C -8.46 -1.41 -2.94 -0.391
C 0.82 2.44 -1.51 -0.058
O 2.52 -5.94 -6.20 -0.552
H -1.58 -1.76 2.24 0.009
H 6.24 -0.71 2.40 0.256
O 3.70 -2.12 0.92 -0.485
H -7.11 -3.12 -2.96 0.300
H -3.70 6.45 0.89 0.284
O 2.88 -1.78 -1.55 -0.273
H -7.82 -0.89 -3.66 0.305
Br 3.60 4.58 2.44 -0.166
P 3.56 -1.21 -0.37 0.441
C 6.21 2.61 1.82 -0.621
S -4.20 -1.76 3.91 1.088
H 1.22 2.40 0.60 0.157
O -1.43 3.00 1.50 -0.232
H -1.74 -1.30 0.05 0.452
H 7.29 -1.45 1.20 0.268
H 0.81 0.11 2.63 0.026
O 3.50 2.77 0.46 -0.266
P 0.58 -0.88 0.47 -0.039
O 0.81 -4.38 -7.06 -0.546
O -4.29 -2.38 2.45 -0.293
C 3.64 2.71 1.84 0.131
H 2.29 -1.78 -5.87 0.358
H 4.89 2.16 3.44 0.576
S -2.38 4.01 1.80 0.805
C -6.42 -1.53 2.82 -0.345
O 5.12 -0.95 -0.68 -0.504
Br -0.85 2.20 -2.53 -0.238
O -5.74 -1.37 4.07 -0.344
```

Properties
Net charge: 0
Orbital gap (eV): 8.53
LUMO (eV): 0.152

***

Record 3
Below is a structure of composition C21H43CoN2OP3, with properties calculated with wB97M-V/def2-TZVPD.

XYZ file:
```
71
Properties=species:S:1:pos:R:3:mulliken_spin:R:1
C -1.99 0.66 3.07 0.013
C -0.98 -2.20 1.76 0.030
O 1.29 -3.51 -2.14 0.092
C -2.71 -4.32 -0.61 0.001
C 3.39 0.11 0.40 0.027
C -2.94 1.55 0.59 0.028
H 2.59 0.63 -2.00 -0.013
H 0.87 -2.81 -7.68 0.002
C 2.16 0.87 2.83 0.036
H 2.12 3.71 -1.33 0.003
H -2.62 1.39 3.59 0.007
H 4.25 -0.18 1.02 0.003
C 2.49 -2.23 -3.68 0.007
H 2.21 1.95 2.61 0.001
H 3.39 -2.73 -3.27 0.001
H -0.09 3.46 1.67 -0.006
H -1.72 -4.25 2.07 0.001
C 1.18 -1.05 -5.36 0.242
H 3.11 0.58 3.29 0.004
N -1.00 -1.38 0.64 0.001
C 0.11 -1.74 -3.34 0.081
H 1.97 -2.49 1.09 -0.001
H 1.25 0.67 -3.14 -0.024
H -3.65 2.14 1.18 0.007
H 3.20 -1.89 2.23 0.003
C -1.63 -2.05 -0.32 0.036
H -0.72 -1.71 -2.64 -0.010
H 0.37 -3.75 -2.00 -0.006
H -0.94 -0.66 -4.87 0.005
C -1.56 -3.39 1.44 0.005
H -1.15 0.42 3.71 -0.004
C 2.18 -4.08 -6.60 0.112
H 2.17 2.16 -2.94 0.000
H 0.09 -4.37 -7.03 0.000
H -0.37 2.86 -2.97 0.003
H -2.65 -4.08 -1.68 0.000
H -0.51 -1.87 2.66 -0.010
C 0.02 -1.11 -4.57 0.078
P 1.79 -0.10 1.30 0.130
N -1.97 -3.29 0.12 0.001
H -3.34 0.55 0.42 -0.007
C 0.96 -3.69 -7.03 0.095
C -0.75 2.41 -2.05 0.010
C 1.81 1.26 -2.43 0.087
H 2.13 3.10 0.37 -0.003
C 1.28 -2.45 -3.02 0.216
H 3.06 -3.51 -6.92 0.003
C -1.05 3.09 2.05 0.031
H -1.83 3.77 1.67 0.005
Co 0.01 0.44 0.29 2.576
H -2.77 1.97 -0.40 -0.008
H 1.10 -0.72 -6.39 -0.018
H -1.46 1.60 -2.29 -0.005
H 1.50 -2.03 2.77 -0.001
H 2.36 -5.08 -6.19 0.001
H 1.35 0.72 3.56 -0.003
C 2.41 -1.61 -4.91 0.092
H -3.78 -4.31 -0.31 0.000
H 0.74 4.09 -0.27 0.000
C 1.50 3.33 -0.51 0.007
C 2.15 -1.79 1.92 0.008
H -0.99 3.12 3.15 0.002
H -2.28 -5.31 -0.39 0.000
H 3.56 1.15 0.09 -0.002
H -1.31 3.18 -1.50 0.012
P -1.40 1.40 1.52 0.055
H 3.30 -1.70 -5.54 -0.008
P 0.68 1.78 -1.13 -0.033
H -1.96 -1.68 -1.29 -0.002
H 3.32 -0.52 -0.50 0.002
H -2.55 -0.25 2.87 0.003
```

Properties
2S+1: 5
Net charge: +3
Energy above the lowest of the compared OMol25 structures with the same formula, charge and spin (kJ/mol): 0.0
Orbital gap (alpha / beta) (eV): 8.69 / 4.87
LUMO (alpha / beta) (eV): -8.255 / -12.252
<S²>: 6.03